[1]
{"formula": "C38H104N9O10Pd", "method": "the ωB97M-V functional and the def2-TZVPD basis", "charge": 1, "spin_multiplicity": 3, "lumo_energy_ev": [-5.3, -6.5], "orbital_gap_ha": [0.1857, 0.1413], "e_tot_ev": -78438.87848, "relative_energy_kj_mol": 833.91, "symbols": ["Pd", "C", "C", "O", "H", "H", "H", "H", "H", "C", "C", "C", "O", "C", "N", "H", "H", "H", "H", "H", "H", "H", "H", "H", "H", "H", "C", "C", "C", "O", "C", "N", "H", "H", "H", "H", "H", "H", "H", "H", "H", "H", "H", "C", "C", "C", "O", "C", "N", "H", "H", "H", "H", "H", "H", "H", "H", "H", "H", "H", "C", "C", "C", "O", "C", "N", "H", "H", "H", "H", "H", "H", "H", "H", "H", "H", "H", "C", "C", "C", "O", "C", "N", "H", "H", "H", "H", "H", "H", "H", "H", "H", "H", "H", "C", "C", "C", "O", "C", "N", "H", "H", "H", "H", "H", "H", "H", "H", "H", "H", "H", "C", "C", "C", "O", "C", "N", "H", "H", "H", "H", "H", "H", "H", "H", "H", "H", "H", "C", "C", "C", "O", "C", "N", "H", "H", "H", "H", "H", "H", "H", "H", "H", "H", "H", "C", "C", "C", "O", "C", "N", "H", "H", "H", "H", "H", "H", "H", "H", "H", "H", "H"], "xyz": [[4.74002, 5.35688, -1.45398], [0.10312, 0.96930, 1.69664], [1.52659, 0.87419, 1.10436], [1.92855, 1.74691, 0.10363], [-0.18158, 1.99011, 1.95154], [0.00663, 0.24595, 2.50631], [-0.58869, 0.60155, 0.93883], [1.66912, -0.18644, 0.89741], [2.23148, 0.98704, 1.92807], [0.91176, -4.11283, 6.22787], [2.38230, -4.32376, 6.02750], [3.17172, -3.21325, 6.82446], [4.55184, -3.26650, 6.58057], [5.01701, -2.99757, 5.24584], [2.64917, -5.66477, 6.47793], [0.63412, -3.18527, 5.72722], [0.69461, -4.12356, 7.29596], [0.29371, -4.84900, 5.71388], [2.54597, -4.22293, 4.95458], [3.11627, -3.17422, 7.91235], [2.80157, -2.23126, 6.52986], [6.04783, -3.34701, 5.30401], [5.03495, -1.94848, 4.95057], [4.59017, -3.72440, 4.55472], [3.63089, -5.77317, 6.26680], [2.10532, -6.21391, 5.82771], [-7.37220, 4.31074, -8.14658], [-6.44403, 3.64012, -7.15838], [-6.60543, 4.13905, -5.65456], [-5.65678, 3.47935, -4.79857], [-5.83385, 3.66912, -3.43184], [-6.58698, 2.14972, -7.23428], [-8.45116, 4.21482, -8.02521], [-7.17175, 3.87588, -9.12578], [-7.18929, 5.38501, -8.12245], [-5.40759, 3.82176, -7.44283], [-7.62751, 4.05109, -5.28615], [-6.42082, 5.21224, -5.60679], [-5.07289, 3.00301, -3.02522], [-6.82284, 3.45015, -3.02928], [-5.46280, 4.62295, -3.05684], [-5.73373, 1.73212, -6.89123], [-7.29580, 1.79655, -6.60743], [0.97494, -0.38558, -6.20338], [-0.56162, -0.04758, -5.96029], [-1.24239, -1.26718, -5.31325], [-1.23084, -2.37902, -6.22383], [-1.79612, -3.57564, -5.69214], [-0.70794, 1.06831, -5.08350], [1.38478, 0.49267, -6.70218], [1.04524, -1.25024, -6.86332], [1.51118, -0.44730, -5.25641], [-1.08217, 0.11322, -6.90436], [-2.24562, -0.98341, -4.99531], [-0.71840, -1.45302, -4.37570], [-1.31996, -3.89396, -4.76475], [-1.60805, -4.32020, -6.46568], [-2.86080, -3.47309, -5.48233], [-1.69783, 1.04677, -4.88411], [-0.22701, 0.88476, -4.21452], [0.35140, 7.75092, -4.82881], [1.40768, 7.57908, -3.76681], [0.87007, 7.99862, -2.36771], [1.93840, 7.69842, -1.43968], [1.61710, 7.91364, -0.07474], [2.10501, 6.30259, -3.87102], [0.81286, 7.53471, -5.79235], [0.10338, 8.80527, -4.95099], [-0.54469, 7.18409, -4.57618], [2.15797, 8.32065, -4.04108], [0.04450, 7.38191, -2.01248], [0.63526, 9.05370, -2.22714], [1.03859, 8.81562, 0.12491], [2.56296, 7.99932, 0.46015], [1.08734, 7.03833, 0.30115], [2.55647, 6.23435, -4.77192], [1.41052, 5.57606, -3.97067], [8.94154, 3.16334, 2.49358], [8.30341, 3.62801, 1.24375], [8.14761, 2.43242, 0.24323], [7.68603, 2.84504, -1.00741], [7.58817, 1.72761, -1.92858], [7.02068, 4.27602, 1.50512], [8.33800, 2.48262, 3.09396], [9.12811, 4.05858, 3.08675], [9.86305, 2.59724, 2.35777], [8.87766, 4.37250, 0.69233], [7.48333, 1.68562, 0.67812], [9.11452, 1.95665, 0.07944], [8.58755, 1.32195, -2.08598], [7.09372, 1.95792, -2.87229], [7.01467, 0.91603, -1.48078], [6.48177, 3.75936, 2.18538], [7.25491, 5.07285, 2.07984], [-0.09019, 4.97398, 7.34257], [-0.67530, 6.34637, 7.00644], [-1.73780, 6.67937, 8.07432], [-2.44137, 7.89539, 7.61094], [-3.34902, 7.77524, 6.53365], [0.45531, 7.24865, 7.00757], [-0.89497, 4.27694, 7.57619], [0.57264, 5.04679, 8.20479], [0.50937, 4.50483, 6.56248], [-1.16925, 6.21584, 6.04358], [-1.37617, 6.86057, 9.08649], [-2.43323, 5.85084, 8.20847], [-4.03115, 6.93395, 6.65629], [-2.74975, 7.68225, 5.62793], [-4.06347, 8.59381, 6.62074], [0.08296, 8.18747, 7.01680], [0.85666, 7.23605, 7.93431], [8.76048, -6.93081, -3.71212], [7.63501, -7.20862, -4.74152], [6.48324, -6.18046, -4.72310], [5.79328, -6.33060, -3.52461], [4.70903, -5.43427, -3.46223], [8.29878, -7.21566, -6.02612], [8.38859, -6.79874, -2.69606], [9.37356, -6.08926, -4.03464], [9.45001, -7.77455, -3.68465], [7.25642, -8.22464, -4.62963], [5.79682, -6.30352, -5.56083], [6.89507, -5.17135, -4.73629], [4.83494, -4.36172, -3.31438], [4.25165, -5.61815, -2.49007], [3.96039, -5.60651, -4.23552], [8.99792, -7.94313, -6.07188], [7.64601, -7.52014, -6.73414], [-1.15656, -10.09001, 1.73713], [-2.55473, -9.96679, 1.07274], [-2.73464, -8.63598, 0.34887], [-2.98389, -7.62519, 1.29816], [-3.14358, -6.32122, 0.76676], [-2.72383, -11.02590, 0.11834], [-0.87434, -9.14500, 2.20125], [-0.36372, -10.21647, 0.99989], [-1.03292, -10.90949, 2.44513], [-3.39783, -10.06043, 1.75722], [-3.58263, -8.71747, -0.33113], [-1.84644, -8.41898, -0.24452], [-3.91572, -6.21879, 0.00427], [-2.23136, -5.98155, 0.27626], [-3.32880, -5.60218, 1.56475], [-3.70579, -10.98414, -0.11426], [-2.57125, -11.93042, 0.54105], [-7.47197, 0.80762, 4.53315], [-8.60800, 0.04416, 3.75628], [-8.50158, -1.52537, 3.48627], [-9.49030, -1.93980, 2.58095], [-9.48055, -3.31782, 2.15266], [-9.82771, 0.21615, 4.53049], [-6.45761, 0.61400, 4.18432], [-7.55633, 0.63363, 5.60587], [-7.66542, 1.87690, 4.44777], [-8.78150, 0.50769, 2.78513], [-8.65867, -2.02914, 4.44002], [-7.50219, -1.73193, 3.10331], [-8.54324, -3.63147, 1.69313], [-10.29631, -3.40733, 1.43527], [-9.49197, -4.02017, 2.98613], [-10.15967, 1.16499, 4.43241], [-10.51133, -0.34619, 4.04415]], "forces_ev_per_angstrom": [[-0.249, 0.028, -0.005], [0.248, 0.062, -1.188], [-0.767, 0.196, 0.390], [-0.480, -0.887, 0.910], [0.041, -0.170, 0.304], [0.132, 0.367, 0.309], [-0.164, 0.196, -0.110], [0.443, -0.201, -0.830], [0.584, 0.477, 0.207], [-0.571, 0.736, -0.331], [-0.721, 1.255, 1.284], [-0.129, -0.187, -1.223], [0.894, 0.242, -0.609], [0.702, -1.536, 1.306], [0.818, 0.326, -0.087], [-0.229, 0.381, 0.471], [-0.300, 0.158, -0.102], [0.169, -0.393, 0.162], [0.499, 0.362, -0.186], [-0.511, -0.882, 0.016], [-0.334, 0.215, -0.417], [0.249, 0.374, -0.076], [-0.578, 0.004, -0.042], [-0.510, 0.598, -0.423], [0.310, -0.889, 0.158], [0.241, -0.766, 0.095], [0.040, 0.400, -0.129], [-0.518, -1.467, 2.040], [0.691, 0.281, -0.840], [-0.994, 0.137, -1.465], [1.381, -0.329, 0.569], [0.327, 0.669, -0.154], [0.023, -0.423, 0.625], [0.172, 0.318, -0.072], [0.143, 0.094, -0.370], [-0.024, 0.260, -0.060], [-0.237, -0.625, -0.003], [0.223, 0.331, -0.145], [-0.405, -0.444, 0.470], [-0.134, -0.062, -0.208], [-0.469, 0.682, -0.295], [0.157, -0.030, 0.003], [-0.369, 0.202, 0.038], [-1.856, 1.320, -0.427], [1.632, -2.393, -0.154], [0.341, -0.277, -0.840], [-0.156, 0.615, 1.172], [0.368, 0.343, -0.420], [-0.369, 0.766, -0.099], [0.175, -0.078, -0.224], [0.268, -0.046, 0.382], [-0.114, -0.532, 0.057], [0.240, 0.318, -0.137], [-0.541, -0.148, -0.296], [0.358, -0.573, 0.170], [0.278, 0.062, 0.106], [-0.272, -0.117, 0.189], [-0.182, 0.056, -0.188], [-0.251, 0.744, 0.503], [0.087, -0.036, 0.222], [-0.046, 0.528, -0.149], [0.169, 1.804, -0.115], [1.694, -1.728, 0.913], [0.288, 0.517, -0.101], [0.267, -0.414, -0.233], [-0.116, -0.796, 0.747], [-0.408, -0.626, -0.095], [-0.339, 0.090, 0.378], [-0.040, -0.137, -0.518], [0.268, 0.156, 0.387], [-0.561, 0.001, -0.474], [-0.191, 0.080, -0.703], [-0.098, 0.103, -0.217], [-0.015, 0.026, 0.049], [-0.262, 0.026, 0.227], [0.314, 0.466, -0.167], [-0.298, -0.439, 0.434], [0.910, -0.127, 1.058], [-0.783, -1.293, -2.276], [0.256, 0.555, 0.670], [-1.058, -0.013, -1.460], [0.287, -0.044, 1.071], [-0.460, 0.575, 0.042], [-0.501, 0.120, -0.134], [0.305, -0.207, 0.349], [0.251, 0.357, -0.219], [0.382, 0.010, 0.243], [-0.259, -0.211, 0.136], [0.328, -0.072, 0.366], [0.113, 0.082, -0.337], [0.258, 0.614, 0.187], [-0.207, -0.033, 0.223], [-0.241, -0.750, -0.105], [-0.007, 0.698, -0.168], [-0.207, -0.555, 0.149], [0.485, -1.798, 1.663], [-1.094, 1.093, -1.819], [0.513, -0.635, 1.616], [0.131, -0.604, 0.890], [-0.333, 1.115, -0.395], [0.033, -0.140, 0.110], [-0.104, -0.004, 0.216], [-0.053, 0.346, -0.268], [0.106, 0.636, -0.157], [0.457, 0.446, -0.240], [-0.372, -0.078, -0.369], [0.280, -0.670, -0.085], [-0.674, 0.308, -0.471], [0.605, 0.537, -0.542], [-0.133, 0.514, -0.560], [0.363, -0.515, 0.254], [-0.572, -0.318, -0.048], [0.729, -0.094, 0.304], [1.358, -0.421, 0.099], [-0.627, 0.703, 0.360], [-1.102, -0.560, 1.695], [-0.011, 0.444, -1.365], [-0.055, 0.163, -0.080], [-0.290, 0.258, 0.046], [-0.082, -0.205, -0.036], [-0.594, 0.074, 0.884], [0.026, -0.134, -0.350], [0.246, 0.206, -0.430], [1.240, 0.326, -0.874], [-0.403, -0.615, -0.049], [0.082, -0.054, -0.229], [0.346, 0.027, 0.367], [-0.296, 0.203, -0.294], [-0.218, 0.710, -0.202], [0.870, 0.076, 0.707], [0.030, -0.051, 0.168], [-0.232, 0.598, 0.273], [0.606, -0.034, -0.182], [-0.196, -0.333, -1.069], [-0.287, -0.043, 0.458], [-0.283, -0.235, -0.486], [-0.363, 0.067, 0.092], [0.339, 0.484, 0.874], [-0.198, -0.020, -0.233], [0.216, 0.114, -0.156], [-0.416, -0.358, 0.065], [0.383, -0.075, -0.099], [-0.186, -0.363, 0.179], [-0.168, -0.454, -0.489], [0.105, -0.080, 0.102], [-0.714, -0.675, -0.482], [0.069, -0.637, 0.154], [0.764, 1.278, 0.620], [-0.380, -0.229, -0.677], [0.724, 0.768, 0.545], [-0.422, -0.199, 0.095], [-0.055, -0.099, -0.049], [0.096, -0.473, -0.056], [0.000, 0.071, -0.317], [0.576, -0.011, -0.405], [0.219, -0.130, 0.252], [0.209, -0.218, -0.081], [0.292, 0.586, -0.580], [0.046, -0.235, 0.351], [-0.888, 0.085, 0.345], [-0.036, 0.250, 0.146], [-0.499, -0.134, 0.137]], "mulliken_spin": [0.98, 0.00, -0.01, 0.88, 0.00, 0.00, 0.00, 0.05, 0.08, 0.00, 0.00, 0.00, 0.00, 0.00, 0.00, 0.00, 0.00, 0.00, 0.00, 0.00, 0.00, 0.00, 0.00, 0.00, 0.00, 0.00, 0.00, 0.00, 0.00, 0.00, 0.00, 0.00, 0.00, 0.00, 0.00, 0.00, 0.00, 0.00, 0.00, 0.00, 0.00, 0.00, 0.00, 0.00, 0.00, 0.00, 0.00, 0.00, 0.00, 0.00, 0.00, 0.00, 0.00, 0.00, 0.00, 0.00, 0.00, 0.00, 0.00, 0.00, 0.00, 0.00, 0.00, 0.00, 0.00, 0.02, 0.00, 0.00, 0.00, 0.00, 0.00, 0.00, 0.00, 0.00, 0.00, 0.00, 0.00, 0.00, 0.00, 0.00, 0.00, 0.00, 0.01, 0.00, 0.00, 0.00, 0.00, 0.00, 0.00, 0.00, 0.00, 0.00, 0.00, 0.00, 0.00, 0.00, 0.00, 0.00, 0.00, 0.00, 0.00, 0.00, 0.00, 0.00, 0.00, 0.00, 0.00, 0.00, 0.00, 0.00, 0.00, 0.00, 0.00, 0.00, 0.00, 0.00, 0.00, 0.00, 0.00, 0.00, 0.00, 0.00, 0.00, 0.00, 0.00, 0.00, 0.00, 0.00, 0.00, 0.00, 0.00, 0.00, 0.00, 0.00, 0.00, 0.00, 0.00, 0.00, 0.00, 0.00, 0.00, 0.00, 0.00, 0.00, 0.00, 0.00, 0.00, 0.00, 0.00, 0.00, 0.00, 0.00, 0.00, 0.00, 0.00, 0.00, 0.00, 0.00, 0.00, 0.00, 0.00, 0.00]}


[2]
{"formula": "C5H10N4O", "method": "the ωB97M-V functional and the def2-TZVPD basis", "charge": 2, "lumo_energy_ev": [-10.0, -9.8], "orbital_gap_ha": [0.2322, 0.2759], "e_tot_ev": -13335.15478, "relative_energy_kj_mol": 302.22, "symbols": ["C", "C", "C", "C", "C", "N", "N", "N", "N", "O", "H", "H", "H", "H", "H", "H", "H", "H", "H", "H"], "xyz": [[-0.44359, 0.25059, -2.83256], [0.28325, -0.97244, -2.89821], [-0.63183, -0.91730, -0.90055], [1.19804, 0.35086, 0.99165], [-0.99947, -1.17661, 0.43807], [-0.98008, 0.15501, -1.57957], [0.55378, 1.43615, 1.18714], [2.41255, 0.07301, 1.42590], [-1.84694, -0.39556, 1.10116], [0.12157, -1.64352, -1.74386], [-0.49324, 0.98297, -3.61296], [0.83446, -1.59996, -3.62652], [-0.74119, -2.07022, 1.05379], [-0.36622, 1.55452, 0.81435], [0.77825, 2.32905, 1.77577], [2.88452, -0.77801, 1.38224], [2.88918, 0.82652, 1.98059], [-2.47591, 0.18341, 0.64065], [-2.21841, -0.75896, 1.94259], [-1.44392, 0.94515, -1.12096]], "forces_ev_per_angstrom": [[2.535, -4.218, -0.120], [-0.927, 1.088, -0.629], [1.051, -0.321, -2.221], [0.796, -2.728, -0.114], [0.714, -0.465, 2.523], [-1.314, 2.749, 0.541], [-0.109, 3.713, 1.655], [-1.067, 3.706, 0.972], [0.975, -1.235, -0.797], [-0.617, -0.151, 1.772], [-0.488, 0.547, 0.258], [-0.399, 1.124, 0.226], [0.422, 0.555, -1.305], [-0.457, -0.222, -0.166], [0.193, -2.211, -1.172], [0.455, -1.633, -0.388], [-0.234, -1.068, -0.667], [-1.277, 1.424, -0.964], [-0.232, -0.280, 1.184], [-0.018, -0.375, -0.588]], "mulliken_charge": [-0.37, 0.00, 0.58, 0.25, -0.36, 0.02, -0.23, -0.28, -0.22, -0.28, 0.42, 0.42, 0.41, 0.13, 0.29, 0.22, 0.24, 0.21, 0.27, 0.26]}